Formula: C58H106N2O12
Source: the OMol25 dataset
Level of theory: the ωB97M-V functional and the def2-TZVPD basis

Computed properties:
multiplicity = 2
gap between HOMO and LUMO (spin up / spin down) = 8.3662 / 2.2012 eV
E_LUMO (spin up / spin down) = -2.368 / -8.533 eV
M = 1023.5 g/mol
total charge = +1

XYZ file:
```
178
Properties=species:S:1:pos:R:3:forces:R:3:mulliken_spin:R:1
C 3.393 -2.466 -4.062 0.319 1.928 0.953 0.001
C 3.256 -3.352 -5.204 -1.575 -2.272 -1.426 0.001
C 1.842 -3.012 -5.755 1.095 0.654 -0.333 0.004
O 1.916 -1.570 -5.709 -0.606 0.063 0.781 0.032
C 2.505 -1.282 -4.410 -0.348 0.609 -0.431 0.010
H 4.419 -2.102 -4.008 0.022 -0.329 0.784 0.000
H 2.984 -2.919 -3.160 0.688 -0.016 0.206 0.000
H 3.297 -4.367 -4.808 0.254 -0.312 -0.671 0.001
H 3.975 -3.173 -6.003 0.021 -0.179 0.131 0.000
H 0.999 -3.365 -5.160 0.204 -0.121 0.340 -0.003
H 1.657 -3.306 -6.788 0.193 0.039 -0.003 0.001
H 1.751 -1.165 -3.631 -0.453 0.099 -0.105 -0.007
H 3.037 -0.333 -4.481 0.001 -0.006 -0.229 0.001
C -2.933 -3.641 3.607 -0.071 0.114 0.427 0.000
C -3.461 -4.765 2.665 0.650 -0.012 1.219 0.000
C -4.289 -4.025 1.673 -0.898 0.666 -0.536 0.000
O -3.864 -2.681 1.768 0.064 1.002 -1.828 0.000
C -3.636 -2.379 3.106 0.679 -0.541 0.646 0.000
H -1.855 -3.540 3.481 0.076 0.078 -0.134 0.000
H -3.078 -3.788 4.677 -0.222 -0.297 -0.046 0.000
H -4.073 -5.459 3.241 0.351 -0.384 -0.254 0.000
H -2.570 -5.190 2.204 -0.381 -0.599 0.052 0.000
H -5.361 -4.036 1.875 -0.243 -0.260 0.441 0.000
H -4.228 -4.346 0.633 0.465 0.017 -0.021 0.000
H -4.570 -2.154 3.620 -0.137 -0.027 0.232 0.000
H -2.969 -1.522 3.192 -0.216 0.226 -0.180 0.000
C -0.910 1.266 -5.147 0.756 0.115 0.377 -0.010
C -1.517 1.695 -6.402 -2.240 0.924 -1.902 0.004
C -2.872 0.940 -6.413 2.062 0.380 -1.086 0.006
O -2.574 -0.292 -5.732 0.223 0.536 0.487 0.664
C -1.254 -0.198 -5.164 -0.300 0.776 0.897 0.064
H -1.394 1.770 -4.311 0.316 -0.035 0.271 0.011
H 0.155 1.484 -5.224 0.042 -0.352 0.686 0.000
H -1.002 1.397 -7.315 0.432 -0.015 0.167 0.008
H -1.731 2.762 -6.471 0.225 0.028 0.030 -0.003
H -3.143 0.667 -7.433 -0.600 -0.344 0.055 0.048
H -3.646 1.595 -6.014 -0.516 -0.688 0.752 0.062
H -0.572 -0.695 -5.854 0.339 -0.764 -0.454 0.069
H -1.196 -0.670 -4.184 -0.330 -0.619 -0.052 0.027
C 4.436 -0.560 0.078 -1.385 -0.550 0.862 0.000
C 5.216 -1.505 0.998 1.146 1.281 0.189 0.000
C 5.082 -2.879 0.339 -0.853 1.983 0.755 0.000
O 3.820 -2.729 -0.318 -1.048 -1.559 -1.541 0.000
C 3.201 -1.456 -0.157 1.267 0.171 0.438 0.000
H 4.964 -0.356 -0.853 -0.107 -0.002 -0.021 0.000
H 4.100 0.357 0.561 0.442 0.213 0.022 0.000
H 4.794 -1.437 2.000 -0.287 -0.384 -0.001 0.000
H 6.237 -1.147 1.129 0.223 -0.271 -0.141 0.000
H 5.025 -3.629 1.127 0.041 -0.391 -0.389 0.000
H 5.880 -3.048 -0.384 -0.119 -0.286 -0.014 0.000
H 2.505 -1.552 0.677 0.176 0.465 0.642 -0.001
H 2.547 -1.087 -0.946 0.391 -0.681 -0.848 0.001
C -5.832 1.277 1.118 -0.040 -0.410 -0.934 0.000
C -6.348 2.041 2.280 0.295 2.586 1.286 0.000
C -5.069 2.426 3.091 -1.236 -0.727 -1.077 0.000
O -4.269 1.272 2.889 0.663 0.175 1.156 0.000
C -4.503 0.745 1.615 -0.257 -1.291 -0.205 -0.001
H -5.585 1.838 0.216 -0.576 0.644 0.119 0.000
H -6.589 0.549 0.825 0.415 -0.429 -0.074 0.000
H -6.999 1.530 2.989 -0.104 -0.395 -0.496 0.000
H -6.828 2.968 1.965 -0.386 -0.051 0.076 0.000
H -5.333 2.578 4.138 0.467 -0.164 0.049 0.000
H -4.593 3.316 2.680 0.162 0.183 -0.005 0.000
H -4.589 -0.340 1.678 0.542 -0.080 0.158 0.000
H -3.678 1.005 0.952 0.077 0.022 -0.217 0.001
C -0.847 -4.468 -3.307 -0.569 0.451 0.216 0.000
C -1.976 -3.917 -2.420 -0.180 1.894 0.420 0.001
C -3.147 -4.843 -2.606 0.510 0.360 0.070 0.000
O -2.472 -6.035 -2.854 -0.009 -2.403 -0.458 0.000
C -1.489 -5.744 -3.827 0.398 0.441 -0.513 0.000
H 0.048 -4.699 -2.730 0.050 0.106 -0.064 0.000
H -0.611 -3.777 -4.117 0.127 -0.012 0.123 -0.001
H -2.268 -2.914 -2.732 0.089 0.290 0.046 -0.001
H -1.759 -3.833 -1.355 0.396 -0.156 -0.032 0.000
H -3.744 -4.495 -3.449 -0.272 -0.289 -0.340 0.000
H -3.790 -4.928 -1.730 0.124 -0.221 -0.069 0.000
H -1.962 -5.640 -4.803 -0.290 0.446 -0.159 0.000
H -0.676 -6.439 -4.036 -0.557 -0.944 0.859 0.000
C 1.757 -4.680 1.585 0.992 -1.062 -1.393 0.000
C 1.171 -4.839 0.152 0.586 1.182 0.421 0.001
C 0.086 -5.860 0.284 0.285 -0.236 -0.244 0.000
O -0.296 -5.908 1.642 0.057 0.271 0.440 0.000
C 0.736 -5.333 2.462 -0.996 0.618 0.682 0.000
H 2.024 -3.653 1.837 -0.162 -0.091 0.028 0.000
H 2.656 -5.296 1.629 0.314 0.283 -0.006 0.000
H 1.919 -5.124 -0.588 0.037 0.166 0.080 0.000
H 0.730 -3.887 -0.145 0.089 0.192 -0.175 -0.001
H 0.479 -6.826 -0.032 -0.326 -0.300 -0.095 0.000
H -0.739 -5.533 -0.349 -0.376 -0.574 0.151 0.000
H 1.150 -6.070 3.152 -0.012 -0.209 -0.186 0.000
H 0.298 -4.542 3.070 -0.465 -0.148 0.273 0.000
C 2.176 7.002 -0.328 0.768 -0.010 -2.045 0.000
C 1.718 6.127 -1.550 0.889 -0.012 0.264 0.000
C 0.425 5.522 -1.104 -0.240 0.683 0.565 0.001
O 0.168 6.132 0.177 -2.087 -2.240 0.436 0.000
C 0.862 7.293 0.338 1.541 1.665 -0.300 0.000
H 2.700 7.848 -0.773 -0.037 0.302 0.446 0.000
H 2.867 6.518 0.362 -0.113 -0.320 -0.175 0.000
H 2.412 5.346 -1.861 0.325 0.252 0.019 0.000
H 1.452 6.735 -2.415 0.680 0.297 0.023 0.000
H 0.435 4.436 -1.012 -0.110 0.009 0.329 -0.001
H -0.298 5.821 -1.863 -0.727 -0.236 0.355 0.000
H 1.092 7.598 1.359 -0.670 -0.607 0.403 0.000
H 0.360 8.152 -0.108 -0.212 0.150 -0.320 0.000
C 3.381 3.645 1.096 0.587 -0.351 -1.558 0.001
C 4.705 4.234 1.451 1.019 1.039 0.097 0.000
C 4.825 4.006 2.957 -0.217 -1.609 -1.620 0.000
O 3.445 4.007 3.367 1.031 -0.169 1.795 0.000
C 2.577 4.027 2.275 -1.035 0.374 -0.371 0.001
H 3.438 2.567 0.943 0.075 -0.255 0.438 -0.001
H 3.052 4.001 0.120 -0.380 0.382 0.096 0.000
H 4.624 5.316 1.341 0.182 0.189 -0.464 0.000
H 5.527 3.859 0.842 0.144 0.085 0.201 0.000
H 5.553 4.636 3.468 -0.854 0.637 0.272 0.000
H 5.253 3.007 3.047 -0.207 -0.428 0.521 0.000
H 2.173 5.038 2.221 -0.275 0.103 -0.386 0.000
H 1.745 3.325 2.319 -0.140 -0.034 0.907 -0.001
C 1.057 -1.055 3.627 0.737 1.759 0.273 0.001
C 1.326 -1.861 4.895 -0.482 -2.048 -1.222 0.000
C 1.709 -0.918 6.008 0.054 0.961 -0.923 0.000
O 1.737 0.399 5.358 -0.116 -0.399 0.574 0.000
C 1.889 0.246 3.951 -1.150 -0.678 -0.094 0.000
H 0.002 -0.789 3.551 -0.086 0.240 0.427 0.000
H 1.241 -1.482 2.641 0.629 -0.409 0.227 -0.001
H 2.076 -2.631 4.719 0.394 0.181 -0.047 0.000
H 0.430 -2.465 5.043 -0.118 0.121 0.702 0.000
H 2.693 -1.127 6.426 0.083 -0.049 -0.095 0.000
H 0.991 -0.958 6.827 -0.068 0.557 -0.087 0.000
H 2.937 0.214 3.653 0.265 -0.456 0.068 0.000
H 1.479 1.124 3.452 -0.149 0.137 0.215 0.000
C 2.884 2.455 -2.946 -1.320 -0.398 0.744 0.000
C 4.355 2.392 -2.707 1.098 -0.233 0.506 0.000
C 4.957 2.652 -4.095 -1.550 0.485 0.040 0.000
O 3.995 3.514 -4.714 -0.073 0.802 -0.244 0.000
C 2.694 3.329 -4.143 0.932 -0.134 -1.199 0.000
H 2.258 2.889 -2.165 0.358 -0.256 0.636 0.000
H 2.489 1.456 -3.133 -0.131 -0.025 -0.038 0.000
H 4.712 1.430 -2.341 -0.213 -0.068 0.159 0.000
H 4.600 3.127 -1.940 0.536 0.248 -0.291 0.000
H 4.909 1.772 -4.737 0.742 -0.544 0.367 0.000
H 5.932 3.139 -4.089 -0.101 -0.139 -0.127 0.000
H 2.052 2.739 -4.797 -0.163 0.432 -0.736 0.001
H 2.289 4.330 -3.999 -0.195 -0.157 0.248 0.000
C -1.978 -1.304 6.740 0.025 -1.675 -0.480 0.000
C -1.922 0.158 6.621 1.201 1.269 0.177 0.000
C -3.045 0.443 5.684 0.464 0.509 -0.230 0.000
O -4.070 -0.394 6.128 -1.013 -0.570 -0.121 0.000
C -3.489 -1.461 6.843 0.405 -1.019 1.049 0.000
H -1.367 -1.736 7.533 -0.432 0.117 0.429 0.000
H -1.627 -1.842 5.860 0.072 0.251 -0.491 0.000
H -0.966 0.521 6.241 0.060 0.306 0.290 0.000
H -2.179 0.535 7.611 0.345 0.544 0.044 0.000
H -2.714 0.149 4.688 -0.207 0.279 -0.425 0.000
H -3.385 1.478 5.706 -0.024 -0.057 -0.220 0.000
H -3.806 -2.440 6.485 -0.356 0.101 -0.133 0.000
H -3.730 -1.375 7.903 -0.486 -0.059 0.109 0.000
N -0.073 0.014 -1.564 -0.268 -0.116 0.883 0.008
C -0.424 -1.171 -0.961 -0.222 1.172 -0.346 0.001
C -0.967 -1.276 0.303 0.403 1.350 0.372 0.000
C -1.076 -0.077 1.037 0.073 -0.850 -0.050 0.003
C -0.675 1.119 0.484 1.033 -0.063 -0.112 0.001
C -0.166 1.148 -0.818 -0.805 -1.832 -0.115 0.002
H -0.349 -2.090 -1.523 0.386 0.152 -0.450 -0.001
H -1.206 -2.231 0.746 -0.221 -0.056 -0.055 -0.001
H -1.414 -0.096 2.063 -0.195 0.010 0.036 -0.003
H -0.566 1.985 1.120 -0.415 0.264 -0.078 -0.002
H 0.056 2.097 -1.282 0.332 -0.047 -0.202 -0.001
N -3.684 4.683 -2.939 0.463 -0.176 0.930 0.000
C -3.519 5.517 -1.842 0.665 -2.625 -0.819 0.000
C -3.029 5.018 -0.620 -0.359 -0.247 -1.649 0.000
C -2.750 3.642 -0.535 0.177 1.109 0.505 0.000
C -2.924 2.792 -1.617 -0.997 0.696 -0.574 0.001
C -3.392 3.356 -2.819 0.053 1.899 1.693 0.001
H -3.685 6.574 -1.985 -0.279 -0.024 -0.165 0.000
H -2.845 5.727 0.174 0.065 -0.269 0.254 0.000
H -2.341 3.333 0.416 -0.120 -0.516 0.017 0.000
H -2.889 1.715 -1.552 0.514 -0.089 0.202 0.000
H -3.521 2.692 -3.661 -0.282 0.253 -0.399 -0.001
```
Positions in Å, forces in eV/Å.